1.
ORCA calculation (ωB97M-V with the def2-TZVPD basis set) on C14H16CsIO2 as an isolated structure.

Properties
strongest force on any atom = 0.72 eV/Å
total charge = 0
energy above the lowest of the compared OMol25 structures with the same formula, charge and spin = 0.8 kcal/mol

Element x y z (Å)
Cs  -0.55524  -0.00910  -0.78640
C  -2.33880  3.14071  -1.27753
O  -1.88660  2.18467  -2.21911
C  -2.84663  1.87125  -3.21490
C  -3.87989  0.86342  -2.74452
O  -3.32426  -0.40385  -2.43590
C  -3.08437  -1.21544  -3.56841
H  -2.61155  4.08061  -1.76643
H  -1.52133  3.32950  -0.58349
H  -3.20495  2.78507  -0.71072
H  -2.29215  1.46872  -4.06348
H  -3.36028  2.78098  -3.54814
H  -4.65056  0.76838  -3.51934
H  -4.35732  1.20951  -1.82731
H  -3.98445  -1.31700  -4.18297
H  -2.78911  -2.19697  -3.20410
H  -2.28231  -0.81967  -4.20114
I  0.07778  -3.09407  0.97932
C  1.77286  -2.50946  2.18633
C  2.29187  -3.46929  2.99818
C  3.40111  -3.11875  3.80706
C  3.91366  -1.85787  3.75832
C  3.36212  -0.86796  2.90595
C  3.89394  0.44648  2.85367
C  3.34041  1.37309  2.01923
C  2.23494  1.02132  1.20429
C  1.64760  -0.22691  1.19026
C  2.24641  -1.17496  2.07136
H  1.87822  -4.46643  3.03148
H  3.83408  -3.86352  4.46316
H  4.76220  -1.58946  4.37858
H  4.74025  0.70110  3.48170
H  3.74821  2.37823  1.97911
H  1.82414  1.79769  0.54587

2.
ORCA calculation (ωB97M-V with the def2-TZVPD basis set) on an isolated molecule of C14H16N2O3 in a non-equilibrium geometry.

Properties
strongest force on any atom = 1.33 eV/Å
total charge = 0
SMILES string = Cc1c(C(=O)NN2CCOCC2)oc2ccccc12
energy above the lowest of the compared OMol25 structures with the same formula, charge and spin = 40.0 kcal/mol

Element x y z (Å)
C  -1.93004  -2.68845  -0.00213
C  -2.03011  -1.20818  -0.00056
C  -1.01307  -0.29236  0.00108
C  0.44350  -0.50591  0.00084
O  0.95485  -1.61167  -0.00223
N  1.14972  0.65335  0.00444
N  2.54726  0.75993  0.00329
C  3.15927  0.18813  -1.19201
C  4.64716  0.53969  -1.15875
H  5.16615  0.09312  -2.00830
O  5.27036  0.03323  -0.00330
C  4.65005  0.52952  1.15811
C  3.16223  0.17773  1.19202
H  2.69322  0.61515  2.07576
H  3.04012  -0.91374  1.21565
H  5.17115  0.07545  2.00237
H  4.76176  1.62395  1.20195
H  4.75868  1.63447  -1.19323
H  2.68806  0.63323  -2.07073
H  3.03711  -0.90311  -1.22483
H  0.65345  1.53353  0.00626
O  -1.48806  0.99877  0.00242
C  -2.83683  0.90967  0.00147
C  -3.75040  1.95236  0.00193
C  -5.08830  1.61312  0.00053
C  -5.50529  0.27985  -0.00122
C  -4.59762  -0.75563  -0.00164
C  -3.23981  -0.43977  -0.00032
H  -4.92058  -1.78514  -0.00308
H  -6.56315  0.06361  -0.00232
H  -5.83146  2.39604  0.00080
H  -3.42224  2.97942  0.00330
H  -2.42507  -3.09605  0.87861
H  -0.88716  -2.98910  -0.00237
H  -2.42490  -3.09422  -0.88381

3.
ORCA calculation (ωB97M-V with the def2-TZVPD basis set) on C14H16N2O6S as an isolated structure in a non-equilibrium geometry.

Properties
strongest force on any atom = 10.34 eV/Å
total charge = 0
energy above the lowest of the compared OMol25 structures with the same formula, charge and spin = 162.6 kcal/mol

Element x y z (Å)
O  2.00817  -2.69245  -1.40595
O  2.80777  -1.84562  3.10386
O  -2.38727  1.91581  -5.40062
O  0.23428  1.69279  -1.44420
O  3.51636  -1.36957  -0.27121
O  -0.13335  2.68390  4.34145
C  2.31529  -1.89351  -0.48790
C  1.84984  -1.21705  2.53894
C  -2.42719  0.69966  -5.56453
C  1.29155  -1.48702  0.37524
C  0.56628  -0.46567  0.09756
C  -1.11187  0.38674  -3.52508
C  -0.48150  -0.46076  -2.66770
C  0.91677  0.55743  4.06411
C  0.90629  -0.40861  3.09443
N  -1.93923  -0.12832  -4.54584
N  0.98990  -1.86632  1.67752
S  0.76863  0.33484  -1.55511
C  -3.51893  0.09476  -6.44321
C  2.15918  0.94117  4.79887
C  -0.29558  1.29831  4.54516
C  -0.49318  -0.05459  1.06904
C  -0.16079  -0.99352  2.20277
H  4.09956  -1.84293  -0.82686
H  0.18519  2.87669  3.46708
H  -1.01569  1.49588  -3.34820
H  -0.52672  -1.58586  -2.74735
H  -1.86543  -1.06843  -4.78569
H  -3.50889  0.81206  -7.27598
H  -4.45688  0.17826  -5.79803
H  -3.32428  -0.92270  -6.67599
H  2.15878  1.91893  5.41048
H  2.41924  0.07209  5.45657
H  2.90934  1.06752  4.03577
H  -1.11525  0.78874  3.97242
H  -0.50432  1.12813  5.58216
H  -0.31321  0.99665  1.42505
H  -1.50134  -0.25015  0.67185
H  -1.02154  -1.38731  2.83914

4.
ORCA calculation (ωB97M-V with the def2-TZVPD basis set) on C14H16N3O3PdS as an isolated structure.

Properties
strongest force on any atom = 0.94 eV/Å
total charge = -1

Element x y z (Å)
Pd  0.62615  -0.96770  -0.01564
N  4.12071  -1.21188  0.53360
C  3.03744  -2.01665  0.35619
O  2.60908  -2.27491  -0.75951
C  2.33157  -2.55021  1.57198
C  1.18778  -1.55104  1.82650
H  4.28683  -0.50720  -0.18442
H  4.33423  -0.93427  1.47670
H  3.02924  -2.65244  2.40880
H  1.91724  -3.52440  1.32505
H  1.54968  -0.64674  2.30974
H  0.35345  -1.99024  2.36044
C  -0.60883  3.97114  -0.03178
N  0.64845  3.28660  -0.30215
C  1.75084  3.95858  -0.76636
C  2.89239  3.32041  -1.03268
C  2.96899  1.86578  -0.82694
O  4.03211  1.27104  -1.05550
N  1.84087  1.21627  -0.40280
C  0.69758  1.90044  -0.13868
O  -0.33819  1.33292  0.24478
H  -0.42072  5.04343  -0.00142
H  -1.01231  3.63962  0.91882
H  -1.35193  3.75277  -0.79817
H  1.62771  5.02666  -0.89793
H  3.76604  3.83872  -1.39940
S  -0.79868  -2.67304  -0.84361
C  -2.49916  -2.19239  -0.66220
C  -3.49916  -3.11197  -0.99975
C  -4.84877  -2.79182  -0.89580
C  -5.24562  -1.54081  -0.44210
C  -4.26431  -0.61480  -0.10088
C  -2.91354  -0.92873  -0.21172
H  -3.19985  -4.09493  -1.34846
H  -5.59548  -3.52967  -1.16818
H  -6.29639  -1.29225  -0.35266
H  -4.55161  0.37080  0.25203
H  -2.16383  -0.19706  0.05413

5.
ORCA calculation (ωB97M-V with the def2-TZVPD basis set) on a 2-piece molecular cluster, C14H16N6O5 overall in a non-equilibrium geometry.

Properties
strongest force on any atom = 3.51 eV/Å
total charge = 0
SMILES string = N#Cc1cc([N+](=O)[O-])cc2c1no[n+]2[O-].CN(C)C(=O)[C@@H]1CCCN1
energy above the lowest of the compared OMol25 structures with the same formula, charge and spin = 181.1 kcal/mol

Element x y z (Å)
N  -1.49222  -5.82635  2.10542
C  -0.98951  -4.78179  2.24559
C  -0.37852  -3.50171  2.42353
C  0.97533  -3.18596  2.34047
C  1.41057  -1.82993  2.38356
N  2.78508  -1.52160  2.13138
O  3.64881  -2.41627  2.21013
O  3.07300  -0.32553  1.82373
C  0.49780  -0.76714  2.52429
C  -0.84997  -1.08640  2.56040
N  -1.93025  -0.30816  2.12434
O  -2.05192  0.87349  1.84155
O  -2.97150  -1.23876  1.83062
N  -2.59747  -2.55237  2.14147
C  -1.31094  -2.42254  2.53718
H  1.70675  -3.98413  2.22086
H  0.80123  0.27337  2.62328
C  -2.63847  -0.28725  -1.66942
N  -1.75230  0.83941  -1.45872
C  -2.31449  2.13829  -1.79751
C  -0.50493  0.60764  -0.97196
C  0.48110  1.81327  -0.89694
C  0.81819  2.50851  -2.26139
C  2.30169  2.23393  -2.53237
C  2.84665  1.52725  -1.26028
N  1.72273  1.37302  -0.40712
O  -0.14951  -0.51055  -0.59834
H  -2.08644  -1.20657  -1.46437
H  -3.51643  -0.21610  -1.01485
H  -2.99403  -0.27260  -2.70711
H  -1.62572  2.94085  -1.49630
H  -2.49940  2.19464  -2.88277
H  -3.28126  2.27388  -1.28946
H  -0.01092  2.53557  -0.21676
H  0.17658  2.19566  -3.08945
H  0.67584  3.58590  -2.12087
H  2.43818  1.58509  -3.40321
H  2.83119  3.17621  -2.70055
H  3.26491  0.52905  -1.49835
H  3.64810  2.13714  -0.80837
H  1.84250  0.89953  0.47869

6.
ORCA calculation (ωB97M-V with the def2-TZVPD basis set) on a 2-piece molecular cluster, C14H16O overall in a non-equilibrium geometry.

Properties
strongest force on any atom = 1.59 eV/Å
total charge = 0
SMILES string = Cc1ccc(O)cc1.Cc1ccccc1
energy above the lowest of the compared OMol25 structures with the same formula, charge and spin = 18.8 kcal/mol

Element x y z (Å)
C  3.03791  -0.52431  1.56341
C  2.12502  0.79523  3.47198
C  1.92826  0.30358  2.18811
C  1.30229  1.80272  3.95965
C  0.20798  2.24124  3.23325
C  0.80495  0.69188  1.45152
C  -0.06731  1.58914  2.03218
H  2.94579  0.45938  4.08509
H  1.50625  2.21018  4.94015
H  3.97232  -0.08908  1.88826
H  2.93007  -0.52368  0.47990
H  -0.26226  3.19311  3.43860
H  0.70335  0.21070  0.49030
H  -0.94779  1.90887  1.48375
H  3.00292  -1.58859  1.78982
C  -0.45839  0.71152  -4.51067
C  -1.47769  -0.18935  -0.95508
C  -1.50764  -1.57257  -1.04035
C  -1.17118  0.57779  -2.06696
C  -0.94765  -0.02759  -3.29380
C  -1.28953  -2.20927  -2.26636
C  -0.99490  -1.42034  -3.36485
O  -1.78356  -2.25639  0.10903
H  -1.49527  0.15143  0.06875
H  -1.16115  1.62160  -2.00507
H  -1.05899  -3.24630  -2.24418
H  -1.40504  -3.14758  0.09254
H  0.52070  0.30799  -4.77070
H  -0.16832  1.74214  -4.28698
H  -0.72277  -1.86142  -4.30074
H  -1.18236  0.77383  -5.30225

In Eh, the DFT total energy values for the records above are, in order, -1011.28672; -878.29391; -1502.01849; -1459.24311; -1247.52623; -618.28609.
In eV, the highest occupied orbital energy values for the records above are, in order, -6.310; -8.639; -8.786; -3.998; -8.038; -8.471.